1.
Density functional theory data (wB97M-V/def2-TZVPD) for an isolated ion of composition C5H9N4O and charge +1.

Output
- Highest occupied orbital energy: -0.5178 hartree
- Charge: +1
- Gap between HOMO and LUMO: 9.17 eV
- Energy above the lowest of the compared OMol25 structures with the same formula, charge and spin: 65.79 kcal per mole
- LUMO: -4.92 eV
- SMILES: Cn1c(C(N)=O)nc[n+]1C
- Largest force on an atom: 6.41 eV/Å
- E_tot: -489.86624 Ha

Geometry as XYZ:
```
19
Properties=species:S:1:pos:R:3:forces:R:3
C -0.21551 -1.68342 -0.36227 0.5 0.0 -1.5
N 0.12557 -0.32222 -0.10272 2.8 3.9 0.3
C 1.58676 0.61193 -0.12556 -5.6 -3.0 0.5
C 2.83266 -0.11951 0.10720 1.8 -0.9 -0.4
N 3.93911 0.65111 -0.00469 -0.7 -1.6 0.1
O 2.80665 -1.30752 0.32409 -0.3 -0.1 -0.1
N 1.16052 1.76212 0.08017 -1.2 2.3 0.4
C -0.20267 1.88117 0.18233 2.5 -5.0 -1.1
N -0.78994 0.65587 0.03320 2.1 1.2 0.5
C -2.23956 0.50492 0.03562 -1.2 0.6 -4.0
H -1.27030 -1.74142 -0.17930 -0.3 -0.8 0.1
H 0.01792 -1.87400 -1.43513 -0.3 -0.2 0.7
H 0.40815 -2.31671 0.25271 -0.1 -0.2 0.2
H 3.76334 1.61598 0.03796 0.6 1.4 -0.1
H 4.84592 0.19410 0.07640 -0.3 0.5 0.1
H -0.73769 2.69179 0.46736 -1.4 2.5 0.5
H -2.71924 0.66533 0.94508 -0.2 -0.5 2.0
H -2.68993 1.38218 -0.57721 1.1 -1.5 0.6
H -2.54415 -0.42708 -0.52572 0.3 1.1 1.0
```
Positions in Å, forces in eV/Å.

***

2.
Density functional theory data (wB97M-V/def2-TZVPD) for C2H3N2OP in the gas phase.

Output
- Highest occupied orbital energy: -0.3417 hartree
- Gap between HOMO and LUMO: 9.65 eV
- Energy above the lowest of the compared OMol25 structures with the same formula, charge and spin: 59.70 kcal per mole
- LUMO: 0.35 eV
- SMILES: O=C/N=N\C#[PH2]
- Largest force on an atom: 2.78 eV/Å
- E_tot: -604.00665 Ha

Geometry as XYZ:
```
9
Properties=species:S:1:pos:R:3:forces:R:3
O -2.04620 -1.10503 0.04762 -0.2 -0.4 0.0
C -2.27362 0.07434 -0.06350 0.1 -0.7 0.0
N -1.32517 1.05401 -0.02996 -1.1 2.4 -0.2
N -0.13716 0.73298 0.03216 1.7 -2.2 0.2
C 0.91429 0.22036 0.10092 -1.2 1.3 0.0
P 2.65760 0.14307 -0.02583 0.4 0.0 0.0
H -3.27175 0.50494 -0.20774 0.0 -0.1 0.1
H 2.64805 -0.92522 -0.93112 0.1 -0.2 -0.2
H 2.83397 -0.69945 1.07746 0.1 -0.1 0.3
```
Positions in Å, forces in eV/Å.

***

3.
Density functional theory data (wB97M-V/def2-TZVPD) for C45H46HgN3O2P2S8 as an isolated structure.

Output
- Multiplicity: 2
- <S²>: 0.765
- Highest occupied orbital energy (alpha / beta): -0.2471 / -0.2544 hartree
- Gap between HOMO and LUMO (alpha / beta): 6.80 / 5.01 eV
- LUMO (alpha / beta): 0.07 / -1.91 eV
- Largest force on an atom: 1.53 eV/Å
- E_tot: -6078.67689 Ha

Geometry as XYZ:
```
107
Properties=species:S:1:pos:R:3:forces:R:3
Hg -0.43099 0.73466 0.05399 -0.7 0.7 -0.1
O 2.87239 -2.86718 1.87099 0.8 -0.8 0.4
S 1.93567 -2.11586 1.02934 -0.8 0.5 1.1
C 2.05490 -0.42485 1.69004 0.0 0.0 -0.5
C 1.77193 -0.09719 3.00166 -0.1 0.0 0.1
C 2.10431 1.16367 3.47712 0.0 -0.1 0.0
C 2.77920 2.05167 2.65823 0.0 0.1 0.0
C 3.08502 1.71145 1.35003 0.0 0.0 0.0
C 2.69879 0.48144 0.83450 -0.2 0.1 -0.2
P 2.81942 -0.09605 -0.91138 0.7 0.3 -0.4
C 4.20718 -1.26280 -0.63319 0.0 0.0 -0.1
C 5.26871 -0.90759 0.19053 0.1 -0.1 -0.1
C 6.28283 -1.81274 0.43707 0.1 0.1 0.1
C 6.24301 -3.07090 -0.14018 0.1 -0.1 0.0
C 5.19628 -3.42024 -0.97553 0.1 -0.2 0.0
C 4.17848 -2.51839 -1.22205 0.0 0.1 -0.1
C 3.77750 1.09873 -1.93912 -0.3 0.1 0.0
C 3.83494 2.48183 -1.80918 0.2 0.0 0.2
C 4.50098 3.25619 -2.74470 0.1 0.1 -0.1
C 5.07624 2.67070 -3.85705 0.0 0.1 -0.1
C 4.96165 1.30058 -4.04213 0.0 0.0 -0.1
C 4.32459 0.52506 -3.09218 0.1 0.0 0.1
C 0.28700 -2.58685 1.60089 0.0 0.2 -0.4
C 0.05252 -3.04394 2.87968 0.1 0.0 0.1
C -1.23684 -3.40041 3.23753 0.0 0.0 0.0
C -2.26361 -3.27679 2.31493 -0.1 0.0 0.0
C -2.01255 -2.87518 1.01309 0.1 0.0 -0.1
C -0.71041 -2.57184 0.63084 0.0 0.1 0.1
P -0.15489 -2.06198 -1.02963 -0.7 -0.2 -0.4
C 0.72299 -3.55925 -1.64421 0.2 0.3 0.0
C 0.90723 -3.61433 -3.02777 0.0 0.1 0.1
C 1.60132 -4.66217 -3.60119 0.1 0.0 -0.1
C 2.13155 -5.66019 -2.79851 0.1 -0.1 0.1
C 1.97440 -5.59839 -1.42457 0.1 -0.1 0.0
C 1.27862 -4.55106 -0.84413 -0.2 0.1 -0.1
C -1.67465 -2.26589 -2.02325 0.1 0.1 0.1
C -2.23734 -3.52416 -2.22673 0.0 0.1 0.0
C -3.32664 -3.67315 -3.06307 0.0 -0.2 0.1
C -3.85924 -2.57183 -3.71255 0.1 0.1 0.0
C -3.30501 -1.31918 -3.51438 -0.1 0.0 -0.2
C -2.22142 -1.16332 -2.66788 0.2 0.1 0.1
H 1.28901 -0.81068 3.65130 -0.1 -0.1 0.0
H 1.85091 1.45021 4.48842 0.0 -0.1 0.1
H 3.06410 3.02770 3.02822 0.0 0.0 0.1
H 3.64690 2.40092 0.74218 0.0 0.1 0.0
H 5.29785 0.07729 0.63542 0.0 0.0 0.1
H 7.10127 -1.54375 1.09057 0.0 0.0 0.0
H 7.03040 -3.77912 0.07023 0.1 -0.1 0.0
H 5.16072 -4.40305 -1.42322 0.0 -0.1 0.0
H 3.35407 -2.79067 -1.86676 -0.1 -0.1 0.0
H 3.33777 2.98705 -1.00114 0.1 0.0 0.0
H 4.55472 4.32614 -2.59503 0.0 0.1 0.0
H 5.59767 3.27538 -4.58370 0.0 0.1 -0.1
H 5.36890 0.83933 -4.93188 0.0 0.0 0.0
H 4.25869 -0.54559 -3.23419 0.0 -0.1 -0.1
H 0.88426 -3.13073 3.56147 0.1 -0.1 0.1
H -1.45124 -3.77432 4.22822 0.0 0.0 0.1
H -3.27536 -3.52300 2.60371 -0.1 0.0 0.0
H -2.82533 -2.81657 0.30268 0.0 0.0 -0.1
H 0.49333 -2.83382 -3.65512 0.0 0.0 0.0
H 1.73566 -4.70923 -4.67314 0.0 0.0 0.0
H 2.67732 -6.48154 -3.23777 0.0 -0.1 -0.1
H 2.39263 -6.36947 -0.79369 0.0 -0.1 0.0
H 1.16496 -4.51853 0.22995 0.0 -0.1 0.1
H -1.80288 -4.38386 -1.73576 0.0 -0.1 0.0
H -3.75251 -4.65274 -3.21505 -0.1 -0.1 0.0
H -4.69409 -2.68995 -4.38461 -0.1 0.0 0.0
H -3.72697 -0.46943 -4.03023 0.1 0.0 0.0
H -1.77535 -0.18039 -2.52759 -0.1 0.0 0.0
N 0.73428 1.84649 -3.38094 0.1 -0.3 0.2
N 0.07362 3.06980 -3.26846 -0.2 0.1 -0.3
C 0.09353 3.88810 -2.20695 0.5 -0.1 0.1
N -0.50113 5.08757 -2.34135 -0.3 0.2 -0.3
S 0.91272 3.52442 -0.79795 0.0 -0.2 0.5
H 0.46091 1.22639 -2.61099 0.0 0.3 -0.2
H 1.74491 1.97584 -3.29755 -0.3 0.2 0.0
H -0.48326 3.31881 -4.07534 0.1 -0.1 0.2
H -1.19096 5.22993 -3.06316 0.0 -0.1 0.0
H -0.64557 5.60142 -1.48788 0.0 -0.1 0.0
C -2.22617 -0.20425 5.57711 0.1 0.1 -0.1
C -3.37458 -0.23797 4.59165 0.2 0.2 -0.5
S -2.91079 0.49017 2.94168 -1.0 0.6 1.0
O -1.54696 -0.00998 2.67470 1.1 -0.4 -0.4
C -2.72634 2.27218 3.48223 -0.2 -0.4 -0.2
C -1.27206 2.67590 3.56495 0.1 -0.2 -0.1
H -2.38365 -0.90192 6.39875 -0.1 0.0 0.0
H -2.08798 0.79181 5.99286 0.0 0.1 0.0
H -1.31301 -0.49419 5.05946 0.1 0.0 0.0
H -4.24801 0.31872 4.92369 -0.1 0.0 0.0
H -3.67210 -1.26321 4.37018 0.0 0.0 -0.1
H -3.24371 2.39678 4.43077 -0.1 0.0 0.1
H -3.23541 2.85294 2.71285 -0.1 0.0 0.0
H -0.72666 2.04822 4.26623 0.1 0.0 0.0
H -1.19542 3.71468 3.88051 0.0 0.1 0.0
H -0.80539 2.58241 2.58300 0.1 0.0 0.1
C -3.30146 2.69945 -5.05873 -0.2 0.1 0.6
S -3.33337 3.44603 -3.39668 -0.2 0.1 -0.3
C -4.08951 2.15844 -2.48562 0.0 -0.1 0.2
C -3.72979 1.91128 -1.19866 -0.5 -0.4 -0.4
S -2.60264 2.83425 -0.34289 1.1 -0.3 0.8
S -4.59430 0.57849 -0.41917 -0.1 0.4 -0.6
C -5.67563 0.23363 -1.74155 0.0 0.1 0.1
S -6.80258 -0.94384 -1.69407 -0.1 -0.2 0.0
S -5.46074 1.27567 -3.12630 0.1 0.0 0.5
H -2.77693 3.39761 -5.70395 0.0 0.0 -0.1
H -4.31927 2.55921 -5.40733 0.0 0.0 -0.3
H -2.77116 1.75375 -5.00705 0.1 -0.1 -0.2
```
Positions in Å, forces in eV/Å.

***

4.
Density functional theory data (wB97M-V/def2-TZVPD) for a 2-piece molecular cluster, C3H7BrO overall.

Output
- Highest occupied orbital energy: -0.3624 hartree
- Gap between HOMO and LUMO: 10.62 eV
- Energy above the lowest of the compared OMol25 structures with the same formula, charge and spin: 10.78 kcal per mole
- LUMO: 0.76 eV
- SMILES: CC(C)=O.Br
- Largest force on an atom: 2.87 eV/Å
- E_tot: -2767.73549 Ha

Geometry as XYZ:
```
12
Properties=species:S:1:pos:R:3:forces:R:3
C 1.42343 0.46201 -0.59825 -1.7 -0.2 -0.6
C 0.11935 0.10109 0.09289 2.3 -0.6 -1.5
C -0.53824 1.28698 0.51669 -0.3 1.5 2.4
O -0.21311 -1.03381 0.23726 -1.1 -1.4 0.5
H 2.00517 0.84352 0.21692 0.8 0.9 -0.1
H 1.08044 1.15844 -1.41791 1.2 -0.3 0.9
H 1.86122 -0.43847 -0.96542 0.4 -0.4 -0.5
H -1.25516 1.17583 1.27810 -1.0 -0.5 1.0
H -0.98399 1.82361 -0.23946 -1.1 0.9 -2.2
H 0.18662 2.00152 0.88691 0.4 0.1 0.2
Br -1.88969 -4.38451 -0.03500 -0.1 -0.8 0.0
H -1.79603 -2.99622 0.02726 0.2 0.8 0.1
```
Positions in Å, forces in eV/Å.